No. 1
Density functional theory data (ωB97M-V with the def2-TZVPD basis set) for a molecular structure, C53H51ClFN4O5Ti at a distorted geometry.

Values from the calculation:
Electronic energy = -110348.5435 eV
<S²> = 0.7678
Kohn-Sham gap (alpha / beta) = 4.78 / 5.99 eV
Charge = -2
Multiplicity = 2
Energy above the lowest of the compared OMol25 structures with the same formula, charge and spin = 106.0 kJ/mol
LUMO level (alpha / beta) = 4.16 / 4.16 eV
HOMO level (alpha / beta) = -0.619 / -1.832 eV

Cartesian coordinates (Å):
Ti: 0.452 0.253 -0.051
C: 3.797 0.117 -3.740
C: 3.015 1.089 -2.847
C: 2.501 2.250 -3.704
C: 3.875 1.510 -1.672
C: 4.912 2.410 -1.885
C: 5.816 2.717 -0.887
C: 5.666 2.126 0.355
C: 4.630 1.240 0.625
C: 4.552 0.679 2.035
C: 5.761 -0.195 2.395
C: 4.482 1.827 3.048
C: 3.706 0.906 -0.403
N: 2.689 -0.056 -0.216
C: 3.096 -1.331 -0.036
C: 4.438 -1.774 -0.243
C: 4.859 -3.064 0.017
C: 3.980 -4.033 0.478
C: 2.640 -3.679 0.597
C: 2.227 -2.402 0.318
F: 0.869 -2.209 0.370
H: 3.125 -0.338 -4.472
H: 4.252 -0.678 -3.148
H: 4.591 0.642 -4.279
H: 2.153 0.563 -2.443
H: 3.316 2.743 -4.241
H: 1.987 2.993 -3.097
H: 1.791 1.865 -4.439
H: 5.036 2.857 -2.865
H: 6.634 3.404 -1.072
H: 6.379 2.360 1.138
H: 3.640 0.084 2.118
H: 6.685 0.386 2.335
H: 5.853 -1.053 1.736
H: 5.658 -0.562 3.420
H: 5.430 2.368 3.093
H: 4.263 1.444 4.048
H: 3.707 2.530 2.762
H: 5.150 -1.052 -0.621
H: 5.904 -3.319 -0.134
H: 4.310 -5.035 0.717
H: 1.894 -4.408 0.892
N: 0.478 -0.465 -1.742
C: 0.276 -1.199 -2.756
C: -0.383 -0.643 -3.970
C: 0.001 -1.028 -5.259
C: -0.509 -0.384 -6.376
C: -1.422 0.653 -6.234
C: -1.840 1.018 -4.957
C: -1.330 0.380 -3.843
C: 0.764 -2.613 -2.886
C: 2.113 -2.923 -2.740
C: 2.565 -4.229 -2.855
C: 1.666 -5.258 -3.096
C: 0.316 -4.964 -3.236
C: -0.128 -3.653 -3.149
H: 0.724 -1.827 -5.377
H: -0.192 -0.687 -7.368
H: -1.807 1.167 -7.107
H: -2.574 1.807 -4.839
H: -1.659 0.643 -2.845
H: 2.815 -2.124 -2.553
H: 3.622 -4.435 -2.742
H: 2.017 -6.281 -3.177
H: -0.396 -5.764 -3.410
H: -1.181 -3.431 -3.277
O: -0.865 1.193 2.100
C: -0.140 0.272 2.513
O: 0.847 -0.179 1.849
C: -0.315 -0.259 3.906
C: -1.358 0.200 4.710
C: -1.429 -0.162 6.043
C: -0.459 -0.991 6.598
C: 0.545 -1.505 5.784
C: 0.613 -1.149 4.448
H: -2.100 0.846 4.257
H: -2.242 0.201 6.661
H: -0.484 -1.232 7.654
H: 1.278 -2.185 6.202
H: 1.389 -1.542 3.802
N: 1.592 2.334 3.883
C: 1.268 2.858 2.636
N: 0.515 4.002 2.712
O: 1.778 2.447 1.608
H: 0.886 2.426 4.597
H: 1.969 1.401 3.825
H: -0.146 4.055 3.469
H: 0.135 4.277 1.820
Cl: 0.156 8.028 0.334
C: 0.046 6.315 -0.020
C: -1.150 5.645 0.162
C: -1.226 4.293 -0.136
C: -0.120 3.560 -0.627
C: -0.257 2.177 -1.011
C: 1.084 4.288 -0.764
C: 1.170 5.633 -0.470
H: -2.017 6.176 0.537
H: -2.162 3.766 0.007
H: 0.254 1.971 -1.950
H: -1.312 1.890 -1.045
H: 1.978 3.763 -1.076
H: 2.104 6.167 -0.593
O: -3.322 0.201 -0.171
C: -2.500 -0.536 0.369
O: -1.243 -0.537 0.157
C: -2.979 -1.577 1.361
C: -2.069 -2.394 2.027
C: -2.503 -3.317 2.964
C: -3.859 -3.461 3.225
C: -4.775 -2.667 2.546
C: -4.335 -1.719 1.636
H: -1.017 -2.294 1.795
H: -1.781 -3.924 3.498
H: -4.199 -4.182 3.960
H: -5.836 -2.792 2.734
H: -5.036 -1.074 1.121

Here are the Mulliken charges for atoms 1 to 5, given in e: Ti -0.18; C -1.84; C 2.68; C -1.71; C 0.42

=====

No. 2
Density functional theory data (ωB97M-V with the def2-TZVPD basis set) for a molecular structure, C53H51N9O3S5W at a distorted geometry.

Values from the calculation:
Electronic energy = -131345.2647 eV
<S²> = 2.0520
Kohn-Sham gap (alpha / beta) = 4.68 / 5.72 eV
Charge = 0
Multiplicity = 3
Energy above the lowest of the compared OMol25 structures with the same formula, charge and spin = 0.0 kJ/mol
LUMO level (alpha / beta) = -1.22 / -1.24 eV
HOMO level (alpha / beta) = -5.909 / -6.955 eV

Cartesian coordinates (Å):
W: -0.869 0.286 0.646
S: -2.025 -1.830 1.544
C: -1.330 -2.754 0.208
N: -0.998 -4.061 0.308
N: -1.170 -4.669 1.461
C: -0.850 -6.024 1.647
C: -0.933 -6.556 2.944
C: -0.544 -7.864 3.179
C: -0.094 -8.680 2.129
C: -0.065 -8.183 0.848
C: -0.431 -6.857 0.587
N: -1.027 -2.248 -0.998
N: -1.103 -0.907 -1.056
C: -1.263 -0.504 -2.400
C: -0.635 0.621 -2.899
C: -0.819 0.956 -4.233
C: -1.622 0.171 -5.081
C: -2.284 -0.951 -4.548
C: -2.116 -1.241 -3.205
H: -1.623 -4.141 2.187
H: -1.250 -5.880 3.713
H: -0.485 -8.279 4.169
H: 0.210 -9.701 2.341
H: 0.224 -8.808 0.018
H: -0.435 -6.454 -0.423
H: 0.053 1.204 -2.267
H: -0.324 1.812 -4.662
H: -1.765 0.481 -6.096
H: -2.933 -1.552 -5.172
H: -2.623 -2.090 -2.778
S: 2.650 -4.492 -0.572
C: 3.375 -6.019 -0.285
C: 3.752 -6.190 1.024
C: 3.357 -5.095 1.820
C: 2.799 -4.059 1.085
C: 2.289 -2.821 1.671
C: 1.430 -1.971 0.959
N: 0.838 -0.915 1.492
C: 1.117 -0.602 2.774
C: 2.061 -1.273 3.527
C: 2.511 -0.737 4.773
C: 2.026 0.433 5.236
C: 0.946 1.091 4.551
C: 0.377 2.282 4.947
C: -0.528 2.944 4.174
C: -0.955 2.299 2.996
N: -0.483 1.128 2.649
C: 0.487 0.556 3.345
C: -1.081 4.238 4.507
C: -2.115 4.909 3.864
C: -2.312 6.215 4.380
C: -1.401 6.545 5.376
S: -0.315 5.256 5.712
C: 2.599 -2.420 2.965
H: 3.513 -6.714 -1.125
H: 4.199 -7.116 1.338
H: 3.451 -5.062 2.889
H: 1.224 -2.167 -0.088
H: 3.319 -1.205 5.341
H: 2.393 0.826 6.186
H: 0.649 2.739 5.889
H: -1.674 2.697 2.337
H: -2.686 4.491 3.046
H: -3.077 6.945 4.108
H: -1.381 7.463 5.943
H: 3.337 -3.055 3.448
O: -3.004 0.116 4.683
H: -2.852 -0.558 4.053
H: -3.423 0.830 4.189
C: 2.156 -0.708 -5.347
N: 2.427 -1.111 -3.996
C: 1.695 -2.299 -3.582
C: 3.195 -0.431 -3.115
S: 3.095 -0.584 -1.457
N: 4.095 0.451 -3.694
C: 4.586 1.525 -2.898
C: 5.095 -0.126 -4.551
H: 1.081 -0.807 -5.565
H: 2.682 -1.361 -6.106
H: 2.470 0.312 -5.525
H: 2.194 -3.201 -3.988
H: 0.674 -2.262 -3.973
H: 1.723 -2.336 -2.519
H: 3.782 1.977 -2.355
H: 5.075 2.249 -3.542
H: 5.347 1.131 -2.205
H: 4.627 -0.853 -5.218
H: 5.888 -0.686 -3.999
H: 5.596 0.651 -5.171
O: -7.450 5.084 -2.899
C: -6.644 4.047 -3.185
O: -6.534 3.673 -4.325
C: -5.847 3.375 -2.139
C: -4.918 2.378 -2.541
C: -4.130 1.717 -1.640
C: -4.139 2.077 -0.282
S: -3.188 1.328 1.025
C: -5.027 3.108 0.102
C: -5.927 3.676 -0.774
H: -7.368 5.250 -1.941
H: -4.832 2.224 -3.617
H: -3.461 0.925 -2.006
H: -5.120 3.367 1.141
H: -6.667 4.371 -0.341
C: -1.473 3.810 -1.290
C: -0.044 3.954 -0.886
C: 0.659 5.135 -1.113
C: 1.991 5.277 -0.697
C: 2.560 4.253 0.024
C: 1.878 3.082 0.324
C: 2.520 1.990 1.141
C: 0.571 2.920 -0.200
N: -0.064 1.736 0.049
H: -1.843 4.749 -1.691
H: -2.123 3.509 -0.465
H: -1.561 3.050 -2.072
H: 0.168 5.948 -1.646
H: 2.560 6.185 -0.969
H: 3.621 4.313 0.270
H: 3.631 2.077 1.122
H: 2.231 1.013 0.809
H: 2.208 2.041 2.201

Here are the Mulliken charges for atoms 1 to 5, given in e: W 0.04; S -0.77; C 0.12; N -0.40; N 0.36

=====

Look up the multiplicity of the first one. 2

=====

The highest charge belongs to which entry? C53H51N9O3S5W

=====

Which formula does entry 1 have? C53H51ClFN4O5Ti

=====

What is the formula in the first record? C53H51ClFN4O5Ti